Entry 1:
# CH4I2N

An isolated ion of composition CH4I2N and charge +1 (the ωB97M-V functional and the def2-TZVPD basis, OMol25).

For the HOMO energy (spin up / spin down), the calculation gives -10.65 / -13.59 eV. The value obtained for the HOMO-LUMO gap (spin up / spin down) is 6.6 / 4.9 eV. The value obtained for the molecular weight is 283.86 g/mol. The largest force on an atom is 4.176 eV/A. Its LUMO energy (spin up / spin down) is -4.02 / -8.67 eV. Its spin multiplicity is 3. Its charge is +1.

```
8
Properties=species:S:1:pos:R:3:forces:R:3:nbo_charge:R:1
I -1.51625 1.87174 0.03641 -1.0144 1.0275 0.3146 0.2772
I -1.53188 -1.91502 0.02789 -0.9289 -1.1644 0.6430 0.4400
N 0.80545 0.05138 0.32299 -0.7698 -2.7817 -0.1491 -0.7315
C -0.50309 -0.05102 -0.35108 0.7350 -0.2371 -4.1037 -0.5639
H 0.46494 0.11745 1.25132 0.6694 0.4771 1.9450 0.4415
H 1.24184 0.85517 -0.01067 1.4251 1.8303 -0.3263 0.4484
H 1.36917 -0.80403 0.20780 0.0254 0.4574 0.0243 0.4514
H -0.33017 -0.12568 -1.48467 -0.1418 0.3909 1.6522 0.2369
```
Forces are in eV/Å.

=====

Entry 2:
# C2H10N4S

C2H10N4S as an isolated structure (the ωB97M-V functional and the def2-TZVPD basis, OMol25).

For the HOMO energy (spin up / spin down), the calculation gives -14.19 / -16.43 eV. The value obtained for the HOMO-LUMO gap (spin up / spin down) is 8.4 / 8.4 eV. The value obtained for the molecular weight is 122.20 g/mol. The largest force on an atom is 7.297 eV/A. Its LUMO energy (spin up / spin down) is -5.75 / -8.04 eV. Its spin multiplicity is 3. The energy relative to the best compared isomer or geometry (same formula, charge and spin) is 0.00 kJ/mol. Its charge is +2.

```
17
Properties=species:S:1:pos:R:3:forces:R:3:nbo_charge:R:1
S -10.85407 -0.35166 1.88050 5.2837 2.9936 4.0462 0.6384
N -11.72133 -1.04148 0.95190 -2.7229 -3.2983 -4.1064 -0.5932
N 13.43281 0.17825 -0.15706 1.1232 -2.5769 4.8969 -0.5678
N 12.60360 -0.87575 -0.12013 0.1402 0.5544 -0.0895 -0.1859
N -11.93294 -0.50391 -1.54808 -4.3500 -1.7073 2.8619 -0.5883
C -11.36204 -0.08194 -2.53831 5.8110 0.7386 0.6420 0.1016
C 11.75735 -1.28352 -0.96609 1.5747 2.3369 -3.8348 0.0018
H 11.88113 -0.86607 -2.02485 -0.6620 -0.4341 1.6781 0.2326
H -11.67786 -0.89193 -0.36338 -0.8279 0.8927 -1.2375 0.4173
H -9.41651 -0.65265 1.46963 -1.8897 0.1051 0.4866 0.1972
H 14.20228 0.22788 0.54401 -1.1729 -0.4730 -0.8451 0.4306
H 12.63660 -1.37660 0.72762 0.0318 -0.3723 1.6706 0.4377
H 11.00824 -1.96712 -0.76273 -0.9382 -1.5189 0.7185 0.2456
H 13.52160 0.74469 -0.88550 -0.0715 2.4831 -4.1945 0.4053
H -12.95760 -0.52768 -1.78534 0.8232 -0.5870 1.2096 0.4050
H -10.24472 0.06296 -2.34931 -1.4275 0.0134 -1.3776 0.2095
H -11.92056 0.07400 -3.37898 -0.7252 0.8499 -2.5247 0.2124
```
Forces are in eV/Å.

=====

Entry 3:
# C4H12N2

One molecule with the formula C4H12N2 (the ωB97M-V functional and the def2-TZVPD basis, OMol25).

For the HOMO energy, the calculation gives -8.98 eV. The value obtained for the HOMO-LUMO gap is 10.2 eV. The value obtained for the molecular weight is 88.15 g/mol. The largest force on an atom is 0.791 eV/A. Its LUMO energy is 1.17 eV. The energy relative to the best compared isomer or geometry (same formula, charge and spin) is 40.88 kJ/mol.

```
18
Properties=species:S:1:pos:R:3:forces:R:3:nbo_charge:R:1
N 2.12884 -1.74087 -0.04729 -0.3453 0.0504 0.0262 -0.8363
N -1.85394 0.43904 -1.16529 -0.0812 -0.7654 0.1805 -0.8566
C 0.65051 -0.02319 0.88851 0.3343 -0.1532 0.1536 -0.4051
C -0.73825 0.58030 1.03616 0.0409 0.0597 -0.7024 -0.4044
C 0.83187 -1.05942 -0.20843 0.2564 -0.1350 -0.4957 -0.2168
C -1.23934 1.32591 -0.20402 -0.3650 0.4716 0.1155 -0.2119
H 0.96016 -0.46707 1.84364 -0.1301 -0.0654 -0.0978 0.2093
H -1.47367 -0.19464 1.26284 0.0198 0.0617 0.2156 0.2119
H -1.21910 -0.24157 -1.55630 -0.0735 0.1593 -0.1426 0.3561
H -2.02542 2.03756 0.09771 0.2696 -0.1898 0.0094 0.1904
H 0.04673 -1.82524 -0.22637 -0.0266 0.1543 0.3095 0.1841
H -2.40292 0.87744 -1.88057 0.0745 0.2352 -0.1825 0.3654
H -0.68838 1.30498 1.83615 -0.1272 0.0812 0.4569 0.2078
H 0.76067 -0.54948 -1.18643 0.1109 -0.0304 0.1763 0.1535
H 2.80797 -1.12085 0.37222 0.0615 0.0793 -0.0845 0.3513
H 2.49384 -2.05175 -0.93703 0.0436 -0.0177 0.0293 0.3567
H -0.42474 1.93566 -0.61873 0.1129 0.0050 -0.0044 0.1553
H 1.38519 0.77317 0.69323 -0.1755 -0.0008 0.0371 0.1893
```
Forces are in eV/Å.

=====

Entry 4:
# C21H28N4O4

One molecule with the formula C21H28N4O4 (the ωB97M-V functional and the def2-TZVPD basis, OMol25).

For the HOMO energy, the calculation gives -8.25 eV. The value obtained for the HOMO-LUMO gap is 8.7 eV. The value obtained for the molecular weight is 400.48 g/mol. The largest force on an atom is 0.776 eV/A. Its LUMO energy is 0.43 eV. The energy relative to the best compared isomer or geometry (same formula, charge and spin) is 246.87 kJ/mol.

```
57
Properties=species:S:1:pos:R:3:forces:R:3:nbo_charge:R:1
O -1.38975 -2.14236 -0.50361 0.0967 -0.0233 -0.2103 -0.5260
O -6.71301 -0.85639 -0.58909 -0.3998 -0.0947 -0.0458 -0.6297
O 4.90901 -1.73450 -0.74696 0.1752 -0.0794 -0.2645 -0.6603
O -6.15394 3.56806 0.00476 -0.1737 -0.0026 -0.0096 -0.5284
N 6.75947 1.76128 1.22863 -0.1224 -0.4136 0.6337 -0.4627
N 6.55828 0.56041 -0.60728 0.0836 0.0338 -0.0327 -0.5218
N 4.61300 -0.90138 1.32822 -0.0239 -0.0024 0.2402 -0.5951
N -4.49384 -0.55815 -0.44442 0.2557 -0.1801 -0.2286 -0.4466
C 2.68593 -1.61374 0.07494 -0.2490 -0.0969 -0.0701 -0.1834
C -5.16108 4.08867 0.85084 0.0377 -0.0086 0.0348 -0.2512
C 0.75557 -1.84050 -1.34732 -0.1780 -0.0157 0.1030 -0.2853
C 6.94252 1.81089 -1.00658 0.0961 0.3299 -0.0021 0.1010
C -2.64411 -0.82955 1.12283 0.2117 -0.0286 -0.3696 -0.4415
C 7.15082 2.16770 -2.43257 -0.0215 -0.1209 0.0486 -0.6369
C 6.46076 0.58256 0.74714 0.0641 -0.0566 0.1290 0.3095
C -6.00240 1.15126 0.48255 -0.1286 0.1989 -0.1350 -0.5293
C 1.86315 -1.76596 1.18453 0.2251 0.0589 -0.2384 -0.1542
C -3.28528 0.05562 0.04855 0.2080 0.1369 0.3484 -0.2158
C 2.11100 -1.67094 -1.19495 0.0666 0.0165 0.1303 -0.1324
C 4.15689 -1.42571 0.16525 -0.1244 0.0504 0.4053 0.6710
C -5.77524 -0.18000 -0.21186 -0.0646 0.3354 0.2191 0.6874
C 7.06592 2.53235 0.15057 -0.0121 -0.0514 -0.4771 -0.1112
C 0.49892 -1.94366 1.04037 -0.4251 -0.0582 0.0611 -0.3390
C 6.02763 -0.61732 1.51972 0.0705 -0.0869 -0.2423 -0.2622
C -0.07372 -1.97381 -0.22899 0.3222 0.0679 -0.0899 0.4123
C -3.62156 -2.81107 -0.06517 0.3309 0.2307 -0.1730 -0.4199
C -4.23913 -1.84077 -1.07104 -0.2222 -0.3777 -0.0943 -0.2310
C -5.86805 2.30028 -0.53182 0.0377 -0.1459 -0.0208 -0.0505
C -2.34610 -2.21927 0.54224 -0.4303 -0.1418 0.6306 0.0986
H -1.72335 -0.36037 1.47325 0.0019 -0.0106 0.0725 0.2198
H -5.32335 1.28793 1.32388 0.0178 0.0208 0.0206 0.2061
H 7.94610 1.56257 -2.86833 0.0477 0.0354 -0.1020 0.2178
H 6.58428 -1.49400 1.17289 -0.0416 0.0823 0.1883 0.2258
H -6.60133 2.15374 -1.32841 0.1354 -0.0828 0.0238 0.2033
H -3.47731 1.04839 0.44874 -0.0123 -0.0043 -0.0865 0.2143
H 7.42522 3.21563 -2.51321 0.0123 0.0445 -0.0540 0.2292
H 6.24126 1.99638 -3.00864 -0.0127 0.0563 -0.1049 0.2168
H -4.17964 4.08802 0.35867 -0.0140 0.0112 0.0167 0.1618
H -5.08634 3.53433 1.79368 0.0178 0.0243 -0.0141 0.1609
H 3.96576 -0.45022 1.95277 -0.0331 -0.0327 -0.1098 0.4015
H 2.28050 -1.77763 2.18103 0.0351 -0.0075 0.0792 0.2121
H -4.33393 -3.01129 0.73596 -0.0203 -0.0236 0.0270 0.2163
H -0.10254 -2.06873 1.92730 -0.0790 -0.0002 0.0381 0.2201
H -1.98097 -2.89017 1.33308 -0.0022 0.0911 -0.1514 0.1856
H 6.31809 -0.23663 -1.18201 -0.0366 0.0421 0.0923 0.4470
H -3.55060 -1.69483 -1.90843 -0.0667 -0.0020 -0.0101 0.1987
H -5.19034 -2.22524 -1.44045 0.1889 0.0528 -0.0249 0.2544
H -4.86086 2.29752 -0.97768 -0.0796 0.0136 -0.0054 0.1564
H -7.02562 1.14930 0.86058 0.1047 -0.0768 -0.0114 0.2451
H 7.35562 3.55614 0.27558 0.0776 0.2482 -0.1061 0.2021
H 0.30393 -1.88135 -2.32589 -0.0525 0.0032 -0.1176 0.2263
H -3.32523 -0.94089 1.96811 -0.0005 0.0197 0.0546 0.2147
H -3.38182 -3.74945 -0.56468 0.0016 -0.0699 0.0477 0.2246
H -5.45241 5.11422 1.06889 0.0884 -0.0069 0.0545 0.1992
H -2.58509 0.15338 -0.79001 -0.0611 0.1094 0.0832 0.2053
H 2.75453 -1.57735 -2.05627 0.0490 -0.0047 -0.0734 0.2358
H 6.21382 -0.45336 2.58013 0.0276 -0.0069 -0.1071 0.2333
```
Forces are in eV/Å.